one) Below is a 2-piece molecular cluster, BrH2NOS overall, with properties calculated with ωB97M-V/def2-TZVPD.

```
! wB97M-V def2-TZVPD RIJCOSX def2/J DEFGRID3
* xyz 0 1
N 0.052 0.546 -0.939
O -0.464 -3.129 0.478
S -0.572 -0.472 -0.179
Br -2.793 0.218 0.052
H -0.547 -4.001 0.630
H -1.056 -3.184 -0.027
*
```

Output
HOMO energy	-9.830	eV

Löwdin atomic charge list, values in e, 5 entries: N -0.47; O 0.04; S 0.53; Br 0.03; H 0.02

***

two) Below is a 2-piece molecular cluster, BrH2NOS overall, with properties calculated with ωB97M-V/def2-TZVPD.

```
! wB97M-V def2-TZVPD RIJCOSX def2/J DEFGRID3
* xyz 0 1
N -4.133 2.157 -0.183
O -0.082 -0.095 0.241
S -3.984 0.802 0.252
Br -5.933 -0.479 0.023
H 0.238 0.224 -0.607
H 0.678 -0.452 0.707
*
```

Output
HOMO energy	-10.046	eV

Löwdin atomic charge list, values in e, 5 entries: N -0.47; O -0.07; S 0.46; Br 0.02; H 0.03

***

Energies relative to the minimum, hartree: one) 0.0751; two) 0.0000

***

one) Below is an isolated ion of composition C5H9N2 and charge +1, with properties calculated with ωB97M-V/def2-TZVPD.

```
! wB97M-V def2-TZVPD RIJCOSX def2/J DEFGRID3
* xyz 1 1
C 0.247 -0.795 0.296
C 2.029 0.449 -0.054
C -0.199 0.641 0.061
C -0.340 -2.126 -0.269
C -1.434 1.311 -0.001
N 1.635 -0.676 0.147
N 0.919 1.276 -0.141
H -0.091 -0.722 1.449
H 3.040 0.762 -0.164
H -1.252 -2.325 0.192
H 0.423 -2.860 -0.017
H -0.354 -1.875 -1.407
H -1.799 1.567 1.030
H -2.318 0.901 -0.391
H -1.313 2.246 -0.425
H 0.808 2.226 -0.306
*
```

Output
structure (SMILES)	CC1=[NH+]C=N[C@@H]1C
HOMO energy	-15.231	eV

Löwdin atomic charge list, values in e, 5 entries: C -0.28; C -0.09; C -0.17; C 0.02; C 0.03

***

two) Below is a 2-piece molecular cluster, C5H9N2 overall, with properties calculated with ωB97M-V/def2-TZVPD.

```
! wB97M-V def2-TZVPD RIJCOSX def2/J DEFGRID3
* xyz 1 1
C -1.933 1.532 0.766
C -1.430 0.449 0.564
C 2.213 0.535 -0.152
C -1.590 -1.601 -0.859
C -0.917 -0.780 0.208
N 1.290 -0.219 -0.701
N 1.976 1.157 1.005
H -2.258 2.528 1.089
H 3.162 0.735 -0.765
H -1.068 -2.469 -1.018
H -2.553 -1.661 -0.434
H -1.894 -1.100 -1.807
H -0.303 -1.229 1.053
H 1.605 -0.618 -1.518
H 2.621 1.940 1.178
H 1.079 0.802 1.392
*
```

Output
HOMO energy	-13.764	eV

Löwdin atomic charge list, values in e, 5 entries: C 0.25; C -0.13; C -0.29; C -0.01; C -0.03

***

Energies relative to the minimum, hartree: one) 0.0000; two) 0.0951

***

one) Below is an isolated ion of composition C5H9N2 and charge +1, with properties calculated with ωB97M-V/def2-TZVPD.

```
! wB97M-V def2-TZVPD RIJCOSX def2/J DEFGRID3
* xyz 1 1
C -2.098 0.188 -0.046
C 0.766 0.884 0.961
C -0.171 1.727 0.052
C 1.049 -0.463 0.394
C 0.075 -2.171 -1.012
N 0.124 -0.992 -0.292
N -1.568 1.285 0.271
H 1.663 1.455 1.258
H 0.089 0.684 1.763
H -0.113 2.765 0.355
H 0.092 1.440 -1.080
H 1.999 -1.108 0.521
H 0.271 -3.069 -0.453
H -0.874 -2.495 -1.393
H 0.868 -2.146 -1.791
H -2.172 2.016 0.491
*
```

Output
HOMO energy (spin up / spin down)	-14.141 / -14.142	eV

Löwdin atomic charge list, values in e, 5 entries: C 0.37; C -0.14; C -0.12; C -0.10; C -0.11

***

two) Below is an isolated ion of composition C5H9N2 and charge +1, with properties calculated with ωB97M-V/def2-TZVPD.

```
! wB97M-V def2-TZVPD RIJCOSX def2/J DEFGRID3
* xyz 1 1
C -1.710 -0.630 -0.085
C -1.635 0.863 -0.267
C 1.259 -1.214 0.408
C 1.455 0.985 0.180
C 1.504 -0.231 -0.674
N -0.780 0.199 0.730
N 0.504 0.105 0.816
H -2.608 -0.913 0.610
H -1.441 -1.363 -0.863
H -1.382 1.422 -1.248
H -2.378 1.489 0.181
H 0.701 -2.173 0.147
H 2.075 -1.427 1.132
H 2.263 1.206 0.916
H 1.231 1.906 -0.415
H 0.944 -0.224 -1.568
*
```

Output
structure (SMILES)	C1CN1[N@+]12C[C@@H]1C2
HOMO energy	-13.497	eV

Löwdin atomic charge list, values in e, 5 entries: C -0.05; C -0.08; C 0.01; C -0.08; C 0.05

***

three) Below is a 2-piece molecular cluster, C5H9N2 overall, with properties calculated with ωB97M-V/def2-TZVPD.

```
! wB97M-V def2-TZVPD RIJCOSX def2/J DEFGRID3
* xyz 1 1
C -0.095 1.312 -0.743
C -0.258 -1.926 0.651
C -1.211 -1.791 1.879
C -1.158 1.387 0.033
C 1.996 1.666 -1.981
N -1.336 -0.956 0.660
N 0.944 1.210 -1.291
H -1.194 1.866 0.939
H 0.769 -1.716 0.946
H -0.222 -2.660 -0.212
H -2.208 -2.166 2.004
H -0.731 -1.664 2.797
H -2.112 1.167 -0.432
H 1.516 2.043 -2.883
H 2.856 1.031 -2.205
H 2.467 2.515 -1.442
*
```

Output
HOMO energy (spin up / spin down)	-13.475 / -13.918	eV

Löwdin atomic charge list, values in e, 5 entries: C -0.03; C -0.15; C -0.08; C 0.12; C -0.06

***

four) Below is an isolated ion of composition C5H9N2 and charge +1, with properties calculated with ωB97M-V/def2-TZVPD.

```
! wB97M-V def2-TZVPD RIJCOSX def2/J DEFGRID3
* xyz 1 1
C 0.074 -0.039 -1.497
C -0.142 0.527 -2.746
C 0.846 -0.952 0.461
C -0.577 -0.319 0.566
C -0.743 0.916 1.480
N -0.955 0.044 -0.699
N 1.171 -0.653 -0.969
H 0.648 0.636 -3.446
H -1.079 1.088 -2.992
H 1.526 -0.500 1.183
H 0.647 -2.027 0.728
H -1.302 -1.043 0.901
H -1.591 1.432 1.158
H 0.025 1.619 1.469
H -1.086 0.623 2.518
H 2.169 -0.314 -1.112
*
```

Output
HOMO energy (spin up / spin down)	-14.465 / -14.493	eV

Löwdin atomic charge list, values in e, 5 entries: C -0.37; C 0.32; C -0.07; C -0.35; C 0.01

***

Energies relative to the minimum, hartree: one) 0.0466; two) 0.1013; three) 0.1060; four) 0.0000

***

one) Below is an isolated ion of composition C5H9N2 and charge +1, with properties calculated with ωB97M-V/def2-TZVPD.

```
! wB97M-V def2-TZVPD RIJCOSX def2/J DEFGRID3
* xyz 1 1
C 2.986 1.210 0.120
C -0.650 -0.544 0.331
C -2.863 0.128 -0.485
C -1.914 -0.039 0.711
C 2.114 -1.013 -0.335
N 0.422 -0.811 -0.005
N 2.900 0.009 -0.191
H 3.964 1.675 0.093
H -3.732 0.697 -0.168
H -3.197 -0.841 -0.847
H -2.383 0.660 -1.303
H -1.722 0.936 1.178
H -2.360 -0.694 1.466
H 2.008 -1.370 -1.359
H 2.290 -1.821 0.376
H 2.139 1.820 0.419
*
```

Output
structure (SMILES)	C=NC[N+]#CCC
HOMO energy	-14.903	eV

Löwdin atomic charge list, values in e, 5 entries: C 0.07; C -0.02; C -0.06; C -0.18; C -0.11

***

two) Below is C5H9N2 as an isolated structure, with properties calculated with ωB97M-V/def2-TZVPD.

```
! wB97M-V def2-TZVPD RIJCOSX def2/J DEFGRID3
* xyz 1 1
C 1.633 1.063 0.856
C 1.321 0.136 -1.789
C -1.305 0.859 0.459
C -0.380 -1.409 0.738
C -0.575 -0.279 -0.290
N 1.955 1.620 1.769
N 0.766 0.216 -0.665
H 0.822 -0.320 -2.633
H 2.373 0.526 -2.080
H -1.455 1.705 -0.139
H -2.230 0.513 0.785
H -0.689 1.167 1.342
H 0.010 -1.117 1.713
H 0.105 -2.285 0.220
H -1.336 -1.851 0.970
H -1.015 -0.544 -1.254
*
```

Output
HOMO energy	-16.724	eV

Löwdin atomic charge list, values in e, 5 entries: C 0.00; C 0.16; C -0.02; C -0.04; C -0.35

***

Energies relative to the minimum, hartree: one) 0.0000; two) 0.1140